[1]
{
  "formula": "C5H9O3",
  "method": "ωB97M-V/def2-TZVPD",
  "spin_multiplicity": 4,
  "e_above_lowest_kj_mol": 319.25,
  "symbols": ["O", "O", "C", "C", "C", "C", "C", "O", "H", "H", "H", "H", "H", "H", "H", "H", "H"],
  "positions_angstrom": [[0.438, -0.417, 1.758], [-0.066, -0.021, 2.866], [-1.854, -1.223, -0.464], [-0.588, -0.789, -0.380], [0.392, -1.087, -1.456], [-0.222, 0.285, 0.613], [0.846, 1.314, 0.228], [1.040, 2.129, 1.388], [-2.142, -2.016, -1.141], [-2.559, -0.924, 0.288], [0.101, -1.997, -1.982], [0.570, -0.300, -2.208], [1.350, -1.305, -0.990], [-1.141, 0.800, 0.963], [1.778, 0.768, 0.045], [0.515, 1.872, -0.652], [1.541, 2.909, 1.125]],
  "lowdin_spin": [0.3964, 0.6795, 0.8220, 0.7224, 0.1084, 0.0759, 0.0161, 0.0057, 0.0532, 0.0513, 0.0024, 0.0380, 0.0205, 0.0049, 0.0006, 0.0020, 0.0007]
}


[2]
{
  "formula": "C5H9O3Rb",
  "method": "ωB97M-V/def2-TZVPD",
  "e_above_lowest_kj_mol": 41.76,
  "symbols": ["O", "C", "O", "Rb", "O", "C", "H", "H", "H", "C", "H", "H", "C", "H", "C", "H", "H", "H"],
  "positions_angstrom": [[4.714, 0.504, -0.120], [3.576, 0.963, -0.015], [3.164, 2.143, -0.121], [0.329, 2.390, 0.255], [2.531, 0.088, 0.302], [2.827, -1.287, 0.491], [3.547, -1.423, 1.308], [1.880, -1.775, 0.748], [3.233, -1.730, -0.429], [-3.127, 0.705, 0.314], [-3.881, 1.493, 0.263], [-2.597, 0.763, 1.268], [-3.005, -0.866, -0.293], [-2.491, -1.519, 0.416], [-2.491, 0.362, -0.951], [-1.435, -0.242, -0.795], [-2.885, 0.751, -1.888], [-3.890, -1.319, -0.752]],
  "nbo_charge": [-0.7334, 0.9512, -0.8604, 0.9840, -0.6268, -0.2451, 0.1864, 0.1593, 0.1843, -0.4663, 0.2314, 0.2020, -0.3974, 0.2262, -0.5015, 0.2415, 0.2474, 0.2171]
}


[3]
{
  "formula": "C5H9O3S",
  "method": "ωB97M-V/def2-TZVPD",
  "total_charge": -1,
  "e_above_lowest_kj_mol": 247.22,
  "symbols": ["C", "C", "C", "C", "C", "O", "O", "O", "S", "H", "H", "H", "H", "H", "H", "H", "H", "H"],
  "positions_angstrom": [[-1.142, 1.852, 0.778], [1.220, -1.453, -1.156], [1.053, -0.898, 1.209], [0.386, 0.708, -0.494], [0.329, -0.692, -0.110], [-3.270, 2.536, -0.863], [-3.518, 0.300, 0.030], [-0.758, 2.485, 1.659], [-3.179, 1.708, 0.331], [2.073, -0.856, -1.443], [0.746, -1.698, -2.221], [1.626, -2.284, -0.637], [0.981, -1.913, 1.609], [2.110, -0.572, 1.122], [0.564, -0.252, 1.981], [1.341, 1.018, -0.151], [0.170, 1.074, -1.456], [-0.730, -1.063, -0.188]],
  "nbo_charge": [0.3867, -0.6026, -0.6074, -0.5212, -0.2874, -1.0069, -1.0065, -0.5887, 1.4775, 0.1920, 0.1970, 0.1861, 0.1962, 0.1934, 0.2174, 0.1554, 0.1912, 0.2279]
}


[4]
{
  "formula": "C5H9O4P",
  "method": "ωB97M-V/def2-TZVPD",
  "smiles": "CC(C)([C@H]1CO1)P(=O)([O-])[O-]",
  "total_charge": -2,
  "e_above_lowest_kj_mol": 305.53,
  "symbols": ["C", "C", "C", "C", "C", "O", "P", "O", "O", "O", "H", "H", "H", "H", "H", "H", "H", "H", "H"],
  "positions_angstrom": [[-0.311, 1.647, -0.333], [-0.481, 0.215, 0.001], [-1.776, 0.031, 0.541], [0.670, -0.409, 1.168], [1.973, -0.828, 0.727], [1.771, 0.324, 1.555], [0.004, -0.844, -1.638], [1.313, -0.178, -2.028], [0.191, -2.303, -1.247], [-1.127, -0.680, -2.618], [0.777, 1.832, -0.198], [-0.999, 2.303, 0.230], [-0.368, 1.816, -1.368], [-2.172, -0.999, 0.657], [-1.843, 0.506, 1.607], [-2.578, 0.671, 0.130], [0.158, -0.897, 1.980], [2.586, -1.592, 1.215], [2.212, -0.616, -0.380]],
  "nbo_charge": [-0.6401, -0.4184, -0.5799, 0.0953, -0.1547, -0.5701, 2.3889, -1.2680, -1.2671, -1.2599, 0.2273, 0.1447, 0.2369, 0.2069, 0.1197, 0.1925, 0.1332, 0.1316, 0.2813]
}


[5]
{
  "formula": "C5H9O5",
  "method": "ωB97M-V/def2-TZVPD",
  "spin_multiplicity": 2,
  "e_above_lowest_kj_mol": 340.11,
  "symbols": ["H", "O", "O", "C", "C", "C", "C", "O", "C", "O", "O", "H", "H", "H", "H", "H", "H", "H", "H"],
  "positions_angstrom": [[0.411, -3.340, 0.346], [0.147, -2.403, 0.185], [0.735, -1.879, 1.450], [-0.136, -0.786, 1.735], [0.199, 0.556, 1.061], [0.108, 0.597, -0.427], [-1.040, 0.928, -1.095], [-1.067, 0.818, -2.437], [1.277, 0.104, -1.212], [-0.709, 1.516, 1.613], [-0.742, 2.512, 0.750], [-1.182, -1.009, 1.484], [-0.041, -0.631, 2.814], [1.234, 0.800, 1.324], [-1.960, 1.271, -0.621], [-1.975, 0.999, -2.764], [2.105, -0.094, -0.521], [1.034, -0.824, -1.749], [1.602, 0.866, -1.935]],
  "lowdin_spin": [0.0000, 0.0006, 0.0002, 0.0005, 0.0122, 0.0321, -0.0043, -0.0033, 0.0064, 0.2657, 0.6830, 0.0003, -0.0002, 0.0025, 0.0004, 0.0001, -0.0001, 0.0016, 0.0024]
}